<i>
Molecular formula: C2H2N2O4
Method: DFT, the ωB97M-V functional and the def2-TZVPD basis

Structure (XYZ):
```
10
C2H2N2O4 (the ωB97M-V functional and the def2-TZVPD basis)
O 0.2063 -1.3704 -1.1694
N 0.0916 1.2596 1.1795
C 0.5684 0.2344 0.6054
O 1.7617 -0.3803 0.7811
C -1.2715 0.5549 -0.4672
H 2.3460 0.2590 1.1278
H -0.3079 -2.0569 -0.7749
N -0.1294 -0.2982 -0.3988
O -1.0879 1.4845 0.3586
O -2.1774 0.3135 -1.2420
```

Summary:
HOMO-LUMO gap (eV): 10.4096
2S+1: 1
Molecular weight (g/mol): 118.05
Structure (SMILES): O=c1onc(O)n1O

Atomic partial charges in e from the Löwdin method, atoms 1 to 4: 0.138 0.201 -0.430 0.163

***

<ii>
Molecular formula: C2H2N2O4
Method: DFT, the ωB97M-V functional and the def2-TZVPD basis

Structure (XYZ):
```
10
C2H2N2O4 (the ωB97M-V functional and the def2-TZVPD basis)
C -1.7133 -0.0021 -0.0011
C 0.4035 0.6822 0.1146
O -2.9098 0.0100 -0.1226
O -0.8618 1.1161 -0.1104
O 1.1729 -1.3823 -0.4338
O -0.9663 -1.1106 0.2037
N 0.3427 -0.7229 0.4689
N 1.5141 1.2943 0.0634
H 1.6465 -2.0833 0.0666
H 1.3717 2.1987 -0.2494
```

Summary:
HOMO-LUMO gap (eV): 11.1479
2S+1: 1
Molecular weight (g/mol): 118.05
Structure (SMILES): [H]/N=c1\oc(=O)on1O

Atomic partial charges in e from the Löwdin method, atoms 1 to 4: -0.454 -0.389 0.183 0.176

***

<iii>
Molecular formula: C2H2N2O4
Method: DFT, the ωB97M-V functional and the def2-TZVPD basis

Structure (XYZ):
```
10
C2H2N2O4 (the ωB97M-V functional and the def2-TZVPD basis)
H -1.6972 -0.3341 0.7193
C -1.8976 0.0443 -0.2692
N 0.9619 -1.4214 0.2745
O 2.1158 1.6291 -0.6709
O 0.8720 1.4718 1.0663
C 1.4657 -0.3895 0.0407
O -1.0910 0.6721 -0.9262
O 0.6697 -2.5584 0.2263
H -2.8865 -0.1125 -0.5750
N 1.4871 0.9986 0.1142
```

Summary:
HOMO-LUMO gap (eV): 9.6474
2S+1: 1
Molecular weight (g/mol): 118.05
Structure (SMILES): O=[N+]([O-])C#[N+][O-].C=O

Atomic partial charges in e from the Löwdin method, atoms 1 to 4: 0.077 -0.089 -0.061 0.142

***

Last place for stability: <iii>

***

<i>
Molecular formula: C2H2N2O4
Method: DFT, the ωB97M-V functional and the def2-TZVPD basis

Structure (XYZ):
```
10
C2H2N2O4 (the ωB97M-V functional and the def2-TZVPD basis)
H -3.0898 -0.2351 -0.4043
O -1.1490 -0.4056 -0.3514
O 1.0265 0.0337 2.2273
N 2.1687 -0.1942 0.1761
O 2.1257 0.2090 -0.9744
O 1.0615 1.5726 -0.7764
C -2.2054 -0.9095 -0.5402
H -2.1186 -1.9992 -0.8622
N 0.8214 1.5243 0.3995
C 1.3591 0.4041 1.1061
```

Summary:
HOMO-LUMO gap (alpha / beta) (eV): 8.5500 / 8.1165
2S+1: 1
Molecular weight (g/mol): 118.05

Atomic partial charges in e from the Löwdin method, atoms 1 to 4: 0.097 -0.021 0.078 0.118

***

<ii>
Molecular formula: C2H2N2O4
Method: DFT, the ωB97M-V functional and the def2-TZVPD basis

Structure (XYZ):
```
10
C2H2N2O4 (the ωB97M-V functional and the def2-TZVPD basis)
O 0.2177 -1.1740 0.7773
N -1.0315 -0.6405 0.3981
N 0.9970 0.5899 -0.5227
C 1.2432 -0.5903 0.2390
H -1.7602 -1.0659 0.9539
O -2.3187 0.9914 -0.4685
H 1.7457 1.1184 -0.8260
O 2.4005 -0.9979 0.3490
C -1.2616 0.5262 -0.2701
O -0.2322 1.2429 -0.6300
```

Summary:
HOMO-LUMO gap (eV): 10.8444
2S+1: 1
Molecular weight (g/mol): 118.05
Structure (SMILES): O=C1NOC(=O)NO1

Atomic partial charges in e from the Löwdin method, atoms 1 to 4: 0.124 0.161 0.146 -0.512

***

Last place for stability: <i>

***

<i>
Molecular formula: C7H19N3
Method: DFT, the ωB97M-V functional and the def2-TZVPD basis

Structure (XYZ):
```
29
C7H19N3 (the ωB97M-V functional and the def2-TZVPD basis)
H -2.3854 -1.3586 1.3450
H 0.2092 3.0173 0.9358
C 0.3223 1.9125 0.9715
H 2.5941 -1.2160 1.2369
H 1.3459 1.6872 1.1605
H -1.7608 1.4394 -1.6412
H 1.0510 -2.0180 1.2998
H -2.2304 1.5450 0.0579
H 3.3363 -0.4431 -0.7736
C -1.5904 -0.6625 1.1195
N -1.1835 -0.8322 -0.2648
N -0.1729 1.3825 -0.3073
C 1.4951 -1.0358 1.1058
H -0.6663 -2.2407 -1.6621
H -0.0029 -0.0913 -1.7543
C -1.0760 -2.1763 -0.6416
H -0.4181 -2.7278 -0.0256
C -1.4649 1.8721 -0.6896
H 1.1649 -0.3154 1.8287
N 1.2912 -0.6338 -0.2794
H -1.4647 2.9970 -0.7477
H 2.1564 0.3878 -1.8856
C -0.0394 -0.0087 -0.6647
H -1.9881 0.3051 1.3067
H -0.7378 -0.7304 1.8782
H -0.2477 1.5058 1.8578
C 2.3686 0.1454 -0.7849
H 2.5018 1.1803 -0.3258
H -2.0931 -2.6193 -0.6268
```

Summary:
HOMO-LUMO gap (eV): 9.2865
2S+1: 1
Molecular weight (g/mol): 145.25
Structure (SMILES): CN(C)C(N(C)C)N(C)C

Atomic partial charges in e from the Löwdin method, atoms 1 to 4: 0.087 0.097 -0.082 0.099

***

<ii>
Molecular formula: C7H19N3
Method: DFT, the ωB97M-V functional and the def2-TZVPD basis

Structure (XYZ):
```
29
C7H19N3 (the ωB97M-V functional and the def2-TZVPD basis)
C 0.4126 -0.6374 2.3600
C 2.5592 0.3916 0.0405
H -0.5297 -0.7802 -1.6327
H 0.4043 -1.6070 2.8600
C -0.2959 1.5649 0.6678
H 2.5866 -0.3892 0.7962
N 1.3495 0.2971 -0.7469
C -2.5222 -1.9654 -0.7992
H -2.9793 0.1314 -1.0981
H -2.3319 -0.2652 0.5007
H 1.3795 -0.1543 2.5647
N 0.1095 -0.8580 0.9609
N -0.9160 -0.0623 -1.0209
H 2.6892 1.3728 0.5296
C 0.0809 0.2358 0.0028
H 0.4063 1.2969 -2.3048
H -0.3704 -0.0247 2.8059
H -2.4348 -2.2015 -1.8562
H 0.5069 1.9172 1.3112
H -3.5358 -2.2062 -0.4746
H 3.4058 0.2353 -0.6316
C -2.2386 -0.4733 -0.5645
H -1.1995 1.4532 1.2577
C 1.3677 1.2916 -1.8036
H 0.6706 -1.6094 0.5757
H -0.4853 2.2990 -0.1102
H -1.8184 -2.5725 -0.2389
H 2.1427 1.0189 -2.5187
H 1.5865 2.3010 -1.4324
```

Summary:
HOMO-LUMO gap (eV): 9.3575
2S+1: 1
Molecular weight (g/mol): 145.25
Structure (SMILES): CCN[C@@](C)(NC)N(C)C

Atomic partial charges in e from the Löwdin method, atoms 1 to 4: -0.128 -0.101 0.114 0.082

***

Last place for stability: <i>

***

<i>
Molecular formula: C2H6O3P
Method: DFT, the ωB97M-V functional and the def2-TZVPD basis

Structure (XYZ):
```
12
C2H6O3P (the ωB97M-V functional and the def2-TZVPD basis)
H 0.1028 0.0987 -1.5231
H 0.8470 1.2949 0.7300
H 2.1583 0.6764 -0.4591
O -1.9913 1.2822 -0.5713
P -1.3616 0.2753 0.2172
C 0.2350 -0.2879 -0.5151
H -0.5577 -1.9820 -0.7119
O 0.3582 -1.6700 -0.5413
H 1.6380 -0.1947 1.1521
C 1.3756 0.4133 0.2689
O -2.1895 -0.9335 0.5663
H -0.6149 1.0273 1.3875
```

Summary:
HOMO-LUMO gap (eV): 8.7706
Net charge: -1
2S+1: 1
Molecular weight (g/mol): 109.04
Structure (SMILES): C[C@@H](O)[P@H](=O)[O-]

Atomic partial charges in e from the Löwdin method, atoms 1 to 4: 0.095 0.013 0.062 -0.396

***

<ii>
Molecular formula: C2H6O3P
Method: DFT, the ωB97M-V functional and the def2-TZVPD basis

Structure (XYZ):
```
12
C2H6O3P (the ωB97M-V functional and the def2-TZVPD basis)
P 2.3779 0.8223 -0.1500
O -2.9484 0.4277 1.0070
C -2.2703 0.0908 0.0485
O 0.8308 -1.6288 0.4751
H 2.3565 0.1603 -1.4456
H -0.6522 0.5194 -1.2517
C -0.8829 0.4044 -0.1981
H -0.2219 -0.5187 0.1228
H -0.5289 1.2454 0.3898
H -2.7292 -0.5704 -0.7239
H 0.8950 -1.6174 1.4316
O 3.7735 0.6649 0.2946
```

Summary:
HOMO-LUMO gap (eV): 7.6569
Net charge: -1
2S+1: 1
Molecular weight (g/mol): 109.04

Atomic partial charges in e from the Löwdin method, atoms 1 to 4: 0.741 -0.035 -0.383 -0.491

***

Last place for stability: <ii>

***

<i>
Molecular formula: C3H10NO3
Method: DFT, the ωB97M-V functional and the def2-TZVPD basis

Structure (XYZ):
```
17
C3H10NO3 (the ωB97M-V functional and the def2-TZVPD basis)
H -2.8187 1.4603 -0.9040
H 3.8071 -1.0848 1.5904
H -2.7716 -0.2512 -0.7416
C -2.1876 0.5243 -1.0798
O -0.2055 -1.3508 -1.4192
H 0.6091 -1.8140 -1.6039
H -2.0437 1.7023 1.2763
H -0.3363 2.2570 0.9114
C -0.0602 -0.4106 -0.4408
O 0.9243 -0.3800 0.4002
H 1.8538 -0.7223 0.4936
H 4.1301 -1.4160 0.0949
C -0.9809 1.3006 1.0266
O 3.4114 -1.4302 0.7676
H -1.7861 0.4148 -1.9762
H -0.5721 0.7155 1.7969
N -0.9732 0.4850 -0.1923
```

Summary:
HOMO-LUMO gap (eV): 11.6998
Net charge: +1
2S+1: 1
Molecular weight (g/mol): 108.12

Atomic partial charges in e from the Löwdin method, atoms 1 to 4: 0.142 0.091 0.082 0.060

***

<ii>
Molecular formula: C3H10NO3
Method: DFT, the ωB97M-V functional and the def2-TZVPD basis

Structure (XYZ):
```
17
C3H10NO3 (the ωB97M-V functional and the def2-TZVPD basis)
O 1.4481 -0.0367 -0.2360
H 0.6599 -2.2924 1.0717
H -0.7781 0.1425 -1.3318
H 2.0526 0.5125 0.2787
H -0.1694 0.6570 0.8561
C 0.3161 -1.3498 1.4890
O 1.1507 3.2809 -0.7635
H 1.0243 -1.0490 2.2592
O -0.1299 1.8184 -1.8822
C 0.2432 -0.2682 0.4275
C 0.0842 2.8315 -1.0128
H 0.6919 1.6383 -2.3800
H -0.6513 -1.4875 1.9655
H -0.8757 3.1301 -0.5652
N -0.6666 -0.6822 -0.6997
H -1.5705 -1.0277 -0.3658
H -0.1836 -1.4247 -1.2233
```

Summary:
HOMO-LUMO gap (eV): 11.4499
Net charge: +1
2S+1: 1
Molecular weight (g/mol): 108.12

Atomic partial charges in e from the Löwdin method, atoms 1 to 4: 0.014 0.099 0.136 0.134

***

Last place for stability: <i>

***

<i>
Molecular formula: C2H5N3OS2
Method: DFT, the ωB97M-V functional and the def2-TZVPD basis

Structure (XYZ):
```
13
C2H5N3OS2 (the ωB97M-V functional and the def2-TZVPD basis)
O -1.1625 2.2457 0.0094
H 2.1338 -0.6164 0.9320
H -1.7075 1.3273 -0.3606
N -0.9409 -0.7945 -0.2685
H -0.9995 -1.6692 0.4412
C 0.2589 -0.1562 -0.0171
N 0.8107 0.9763 -0.3551
H 0.5138 2.9450 -1.0492
S 0.8174 -2.4885 1.2726
N 1.0603 -0.8244 0.8881
S -2.2201 0.0015 -1.1753
H 1.5051 -3.0195 0.2026
C -0.0695 2.0729 -0.5202
```

Summary:
HOMO-LUMO gap (eV): 8.4785
2S+1: 1
Molecular weight (g/mol): 151.22

Atomic partial charges in e from the Löwdin method, atoms 1 to 4: -0.001 0.143 -0.110 -0.395

***

<ii>
Molecular formula: C2H5N3OS2
Method: DFT, the ωB97M-V functional and the def2-TZVPD basis

Structure (XYZ):
```
13
C2H5N3OS2 (the ωB97M-V functional and the def2-TZVPD basis)
H -0.6618 -2.0223 -0.5921
C 1.0974 -0.0085 -0.0504
H 3.2126 -0.1452 0.8447
H -4.3153 0.2046 -0.0614
O 3.0602 -1.0532 0.2846
N 1.7857 -1.1276 0.0912
S -3.0172 0.5795 0.2686
H -0.6750 0.9854 0.1969
H 1.2148 -1.9532 0.3697
S 1.9699 1.4698 -0.1649
N -2.4198 -1.0262 -0.2277
N -0.2531 0.0044 -0.1744
C -1.1454 -1.0558 -0.3692
```

Summary:
HOMO-LUMO gap (eV): 9.1508
2S+1: 1
Molecular weight (g/mol): 151.22
Structure (SMILES): ONC(=S)N/C=N\S

Atomic partial charges in e from the Löwdin method, atoms 1 to 4: 0.126 -0.819 0.114 -0.114

***

<iii>
Molecular formula: C2H5N3OS2
Method: DFT, the ωB97M-V functional and the def2-TZVPD basis

Structure (XYZ):
```
13
C2H5N3OS2 (the ωB97M-V functional and the def2-TZVPD basis)
S 3.2640 0.0917 -0.0319
H -1.7964 -2.4477 -0.7367
N -0.9726 1.4367 0.1229
N -2.2768 -1.9387 0.0015
H -3.0496 -0.0633 -0.0952
H -2.1118 2.8926 0.1903
C -1.0322 0.1648 0.0094
H -1.8438 -2.2027 0.9137
N -2.1704 -0.5598 -0.2224
C 1.6940 0.4139 -0.1015
H 1.2511 1.3793 -0.3137
S 0.4655 -0.8045 0.1180
O -2.2693 1.9759 -0.0122
```

Summary:
HOMO-LUMO gap (eV): 8.4438
2S+1: 1
Molecular weight (g/mol): 151.22
Structure (SMILES): NN/C(=N\O)SC=S

Atomic partial charges in e from the Löwdin method, atoms 1 to 4: 0.625 0.072 -0.039 -0.009

***

Last place for stability: <ii>